No. 1
C35H43ClP2PdSi2 | ωB97M-V with the def2-TZVPD basis set

```
84
Properties=species:S:1:pos:R:3:lowdin_spin:R:1
C -1.55 -0.33 1.60 0.01
C -2.30 0.11 0.46 0.04
C -2.18 -0.90 -0.56 0.05
H -2.89 1.02 0.40 0.00
C -1.38 -1.97 -0.03 0.02
C -1.00 -1.62 1.30 0.14
H -0.45 -2.26 1.99 0.01
H -1.46 0.21 2.55 0.00
H -2.64 -0.89 -1.54 0.00
H -1.14 -2.89 -0.55 0.00
Pd -0.10 0.08 -0.18 0.43
Si 0.49 0.10 -2.49 0.04
C -0.33 1.56 -3.34 0.01
C 0.35 2.20 -4.39 0.00
H 1.32 1.82 -4.72 0.00
C -0.22 3.31 -5.02 0.00
H 0.32 3.81 -5.82 0.00
C -1.48 3.77 -4.63 0.00
H -1.92 4.63 -5.13 0.00
C -2.16 3.13 -3.59 0.00
H -3.14 3.49 -3.27 0.00
C -1.58 2.04 -2.94 0.00
H -2.11 1.57 -2.10 0.00
C -0.21 -1.42 -3.32 0.00
C -1.31 -1.37 -4.20 0.00
H -1.76 -0.41 -4.46 0.00
C -1.82 -2.55 -4.75 0.00
H -2.68 -2.50 -5.42 0.00
C -1.24 -3.78 -4.45 0.00
H -1.64 -4.70 -4.88 0.00
C -0.14 -3.84 -3.59 0.00
H 0.33 -4.79 -3.35 0.00
C 0.37 -2.66 -3.03 0.00
H 1.23 -2.71 -2.36 0.00
H 1.96 0.10 -2.73 0.00
Si 2.90 0.54 -8.43 0.00
C 2.09 -1.09 -8.74 0.00
C 1.10 -1.25 -9.72 0.00
H 0.77 -0.39 -10.31 0.00
C 0.51 -2.50 -9.94 0.00
H -0.28 -2.61 -10.69 0.00
C 0.94 -3.61 -9.21 0.00
H 0.48 -4.59 -9.39 0.00
C 1.95 -3.47 -8.25 0.00
H 2.29 -4.34 -7.68 0.00
C 2.53 -2.22 -8.03 0.00
H 3.33 -2.12 -7.30 0.00
C 1.69 1.87 -8.86 0.00
C 0.42 1.90 -8.27 0.00
H 0.13 1.13 -7.57 0.00
C -0.47 2.94 -8.57 0.00
H -1.45 2.96 -8.10 0.00
C -0.09 3.94 -9.47 0.00
H -0.79 4.75 -9.71 0.00
C 1.17 3.91 -10.07 0.00
H 1.46 4.70 -10.77 0.00
C 2.06 2.88 -9.77 0.00
H 3.05 2.85 -10.23 0.00
H 4.13 0.62 -9.25 0.00
Cl 3.40 0.72 -6.45 0.00
C -0.80 3.09 1.47 0.11
P 0.74 2.93 0.30 0.65
C 1.60 4.01 1.47 0.08
C 2.61 2.04 -0.09 0.12
C 3.02 1.03 0.95 0.03
P 1.76 -0.26 1.13 0.12
C 2.59 -1.78 0.60 0.01
C 1.53 -0.26 2.91 0.02
H -1.04 4.16 1.56 0.01
H -0.54 2.71 2.46 0.01
H -1.67 2.55 1.08 0.00
H 1.25 3.85 2.50 0.01
H 2.68 3.86 1.41 0.00
H 1.32 5.03 1.16 0.01
H 2.46 1.57 -1.07 0.00
H 3.40 2.81 -0.13 0.01
H 3.93 0.50 0.63 0.01
H 3.24 1.49 1.93 0.00
H 3.49 -1.92 1.22 0.00
H 1.91 -2.63 0.74 0.00
H 2.87 -1.72 -0.46 0.00
H 1.11 0.70 3.25 0.00
H 0.87 -1.08 3.20 0.00
H 2.53 -0.40 3.36 0.01
```

- 2S+1: 3
- M: 723.72 Da
- Gap between HOMO and LUMO (alpha / beta): 4.4 / 4.3 eV
- HOMO energy (alpha / beta): -4.680 / -6.328 eV
- <S²>: 2.015
- Energy above the lowest of the compared OMol25 structures with the same formula, charge and spin: 0.0 kcal per mole
- E_tot: -3209.13161 hartree

No. 2
C8H28ClO10 | ωB97M-V with the def2-TZVPD basis set

```
47
Properties=species:S:1:pos:R:3:mulliken_charge:R:1
Cl 12.26 -11.95 9.22 1.69
O 11.24 -11.82 8.24 -0.66
O 12.37 -13.36 9.59 -0.70
O 13.51 -11.47 8.72 -0.68
O 11.90 -11.26 10.38 -0.65
C 17.92 -16.35 6.79 -1.30
C 16.63 -16.00 7.48 0.58
C 16.68 -16.35 8.95 -1.30
O 16.46 -14.60 7.39 -0.54
H 17.89 -15.98 5.76 0.32
H 18.14 -17.42 6.84 0.36
H 18.77 -15.85 7.26 0.33
H 15.75 -16.46 7.03 0.25
H 16.55 -17.43 9.10 0.31
H 15.90 -15.83 9.51 0.41
H 17.63 -15.98 9.33 0.31
H 15.75 -14.35 8.00 0.28
C 9.57 -15.94 6.38 -0.54
O 9.12 -17.27 6.33 -0.52
H 9.65 -15.43 5.42 0.25
H 9.01 -15.43 7.16 0.23
H 10.59 -15.97 6.75 0.25
H 8.80 -17.32 7.23 0.33
C 14.98 -11.66 13.95 -0.56
O 14.67 -10.35 13.59 -0.51
H 14.11 -11.98 14.52 0.25
H 15.03 -12.40 13.15 0.24
H 15.85 -11.79 14.59 0.26
H 13.95 -10.43 12.95 0.33
C 8.78 -16.92 10.86 -0.46
O 7.64 -17.20 10.02 -0.50
H 9.15 -17.87 11.26 0.24
H 9.59 -16.47 10.29 0.18
H 8.45 -16.25 11.65 0.27
H 6.84 -17.21 10.55 0.28
C 11.98 -7.31 7.05 -0.55
O 10.97 -8.07 6.59 -0.53
H 12.96 -7.61 6.69 0.26
H 11.80 -6.25 6.87 0.24
H 12.06 -7.48 8.13 0.23
H 11.07 -8.99 6.83 0.34
C 7.77 -8.13 9.66 -0.41
O 6.85 -7.45 10.46 -0.53
H 7.33 -8.46 8.72 0.23
H 8.61 -7.47 9.43 0.21
H 8.15 -8.98 10.22 0.21
H 6.35 -6.83 9.92 0.29
```

- Total charge: -1
- M: 319.75 Da
- Gap between HOMO and LUMO: 8.7 eV
- HOMO energy: -6.168 eV
- Energy above the lowest of the compared OMol25 structures with the same formula, charge and spin: 37.8 kcal per mole
- E_tot: -1533.88902 hartree

No. 3
C22H41B2CrF11O20 | ωB97M-V with the def2-TZVPD basis set

```
97
Properties=species:S:1:pos:R:3:lowdin_spin:R:1
Cr -0.15 0.12 -2.21 3.80
B 0.39 -0.09 0.45 0.00
F 1.51 0.42 1.06 0.00
F -0.34 0.88 -0.27 0.03
F 0.87 -0.90 -0.61 0.02
F -0.51 -0.74 1.26 0.00
B -1.47 1.80 -3.89 0.01
F -1.21 0.42 -4.10 0.02
F -2.82 2.11 -3.96 0.00
F -1.05 2.05 -2.57 0.04
F -0.73 2.61 -4.73 0.00
C -3.53 1.68 1.54 0.00
C -4.15 2.12 0.23 0.00
O -5.37 2.81 0.55 0.00
C -5.79 3.85 -0.13 0.00
O -5.35 4.25 -1.15 0.00
C -7.00 4.51 0.58 0.00
F -6.74 5.79 0.81 0.00
F -8.06 4.45 -0.21 0.00
F -7.32 3.93 1.72 0.00
H -3.05 2.57 1.94 0.00
H -2.76 0.92 1.40 0.00
H -4.24 1.28 2.26 0.00
H -4.48 1.27 -0.37 0.00
H -3.49 2.76 -0.35 0.00
C -3.53 -2.15 0.21 0.00
O -4.06 -1.77 -1.06 0.00
C -3.23 -1.20 -1.92 0.01
O -2.14 -0.77 -1.64 0.03
O -3.80 -0.98 -3.07 0.00
C -5.03 -1.57 -3.45 0.00
H -3.04 -1.33 0.72 0.00
H -2.83 -2.98 0.06 0.00
H -4.31 -2.54 0.86 0.00
H -5.15 -2.56 -3.02 0.00
H -5.16 -1.52 -4.53 0.00
H -5.86 -1.00 -3.03 0.00
C 0.14 -1.80 -5.84 0.00
O 0.37 -2.95 -5.05 0.00
C 0.26 -2.82 -3.76 0.00
O -0.12 -1.83 -3.18 0.02
O 0.68 -3.91 -3.17 0.00
C 0.79 -3.88 -1.74 0.00
H 0.26 -2.07 -6.89 0.00
H 0.86 -0.99 -5.68 0.00
H -0.83 -1.32 -5.68 0.00
H 1.42 -4.72 -1.49 0.00
H -0.17 -3.96 -1.23 0.00
H 1.18 -2.92 -1.43 0.00
C 7.70 -3.80 2.38 0.00
O 6.70 -3.17 1.58 0.00
C 6.13 -2.10 2.08 0.00
O 6.25 -1.67 3.19 0.00
O 5.34 -1.56 1.13 0.00
C 4.49 -0.49 1.52 0.00
H 7.27 -3.98 3.36 0.00
H 8.61 -3.21 2.43 0.00
H 7.97 -4.72 1.86 0.00
H 4.78 0.01 2.45 0.00
H 3.48 -0.87 1.64 0.00
H 4.52 0.26 0.74 0.00
C 1.00 0.74 4.04 0.00
O 1.79 1.88 3.73 0.00
C 1.62 2.97 4.46 0.00
O 0.91 3.05 5.43 0.00
O 2.36 3.92 3.93 0.00
C 2.08 5.25 4.32 0.00
H 1.32 -0.07 3.39 0.00
H -0.02 0.96 3.74 0.00
H 1.08 0.37 5.06 0.00
H 1.31 5.70 3.69 0.00
H 2.93 5.91 4.14 0.00
H 1.82 5.32 5.37 0.00
C 0.67 -3.56 2.36 0.00
O 0.35 -4.86 1.91 0.00
C -0.86 -5.37 2.03 0.00
O -1.80 -4.76 2.46 0.00
O -0.94 -6.63 1.65 0.00
C 0.17 -7.24 0.99 0.00
H 1.36 -3.13 1.63 0.00
H 1.23 -3.64 3.29 0.00
H -0.18 -2.89 2.50 0.00
H 0.24 -6.71 0.03 0.00
H 0.06 -8.30 0.80 0.00
H 1.14 -7.01 1.41 0.00
C 1.76 3.10 -0.07 0.00
O 2.43 4.26 -0.54 0.00
C 2.28 4.61 -1.80 0.00
O 1.68 4.02 -2.65 0.00
O 2.91 5.77 -1.97 0.00
C 2.87 6.33 -3.26 0.00
H 2.01 2.96 0.98 0.00
H 2.01 2.21 -0.64 0.00
H 0.68 3.26 -0.14 0.00
H 1.93 6.83 -3.49 0.00
H 3.08 5.66 -4.10 0.00
H 3.66 7.07 -3.31 0.00
```

- 2S+1: 5
- M: 908.15 Da
- Gap between HOMO and LUMO (alpha / beta): 9.6 / 10.1 eV
- HOMO energy (alpha / beta): -10.590 / -10.607 eV
- <S²>: 6.003
- E_tot: -4560.90525 hartree

No. 4
C4H3F | ωB97M-V with the def2-TZVPD basis set

```
8
Properties=species:S:1:pos:R:3:mulliken_charge:R:1
C -0.52 1.75 1.08 0.18
C -0.06 0.77 0.50 -0.36
C 0.61 -0.17 -0.34 -0.79
C 0.07 -1.29 -0.68 0.11
F -1.15 -1.50 -0.25 -0.22
H -0.96 2.47 1.69 0.43
H 1.63 0.09 -0.68 0.28
H 0.39 -2.12 -1.32 0.36
```

- M: 70.07 Da
- Gap between HOMO and LUMO: 10.3 eV
- HOMO energy: -9.288 eV
- Energy above the lowest of the compared OMol25 structures with the same formula, charge and spin: 5.0 kcal per mole
- E_tot: -253.97867 hartree
- SMILES string: C#C/C=C\F

No. 5
C23H34BaCl2N3O3 | ωB97M-V with the def2-TZVPD basis set

```
66
Properties=species:S:1:pos:R:3:mulliken_charge:R:1
O 2.89 0.69 -2.73 -0.54
C 2.32 1.67 -3.25 -0.17
C 2.05 3.04 -2.72 0.59
C 1.30 3.20 -1.56 -0.05
H 0.83 2.33 -1.10 0.34
C 1.09 4.49 -1.05 -0.65
H 0.56 4.57 -0.10 0.43
C 1.60 5.58 -1.75 -0.38
H 1.59 6.58 -1.31 0.36
C 2.18 5.41 -3.04 -0.44
H 2.56 6.26 -3.62 0.33
C 2.35 4.13 -3.55 -0.52
H 2.74 3.92 -4.56 0.39
H 1.67 1.43 -4.13 0.26
C 0.01 -0.79 -3.69 -1.38
C -0.80 0.17 -2.96 -0.28
H -0.20 -0.60 -4.76 0.33
H -0.33 -1.82 -3.47 0.32
H 1.10 -0.82 -3.55 0.13
C -1.28 1.41 -3.08 -0.02
C -2.64 1.35 -3.76 -0.82
H -0.91 2.40 -2.78 0.08
H -2.89 2.20 -4.40 0.40
H -3.45 1.19 -3.02 0.08
H -2.56 0.42 -4.37 0.20
Ba -1.53 -0.72 -0.85 1.71
Cl -0.95 1.62 0.79 -0.72
Cl -4.54 -0.35 -1.15 -0.79
C -3.56 -1.63 1.60 0.23
O -2.41 -1.99 1.25 -0.76
N -4.33 -2.35 2.41 0.16
C -3.84 -3.59 2.99 -0.96
C -5.74 -2.05 2.58 -0.86
H -4.02 -0.71 1.22 0.34
H -2.74 -3.59 2.93 0.24
H -4.25 -4.45 2.45 0.31
H -4.17 -3.64 4.03 0.33
H -5.94 -1.13 2.04 0.27
H -5.96 -1.93 3.65 0.31
H -6.35 -2.87 2.19 0.31
H 2.68 -4.52 -0.23 0.33
H 4.74 -3.08 -0.76 0.35
C 2.08 -3.90 -0.91 -0.98
C 4.10 -2.58 -1.50 -0.90
N 2.72 -2.60 -1.04 0.24
H 1.07 -3.79 -0.52 0.24
C 2.04 -1.49 -0.81 0.12
O 0.85 -1.49 -0.44 -0.68
H 4.42 -1.55 -1.64 0.26
H 2.60 -0.55 -0.98 0.33
H 2.06 -4.40 -1.89 0.32
H 4.19 -3.13 -2.45 0.31
N 1.60 0.06 2.04 -0.14
C 1.29 0.15 3.35 0.59
C 2.31 0.30 4.33 -0.49
C 1.97 0.50 5.67 -0.48
C 0.62 0.51 6.06 -0.45
C -0.39 0.29 5.11 -0.64
C -0.07 0.09 3.78 -0.10
H 2.57 0.09 1.75 0.13
H 0.88 0.24 1.34 -0.10
H 3.35 0.29 3.99 0.29
H 2.76 0.65 6.40 0.32
H 0.36 0.65 7.11 0.33
H -1.44 0.29 5.40 0.36
H -0.83 -0.05 3.01 0.34
```

- Total charge: -1
- M: 608.78 Da
- Gap between HOMO and LUMO (alpha / beta): 4.2 / 4.2 eV
- HOMO energy (alpha / beta): -2.013 / -2.014 eV
- Energy above the lowest of the compared OMol25 structures with the same formula, charge and spin: 125.1 kcal per mole
- E_tot: -2232.70702 hartree

No. 6
C3H9NO4S | ωB97M-V with the def2-TZVPD basis set

```
18
Properties=species:S:1:pos:R:3:mulliken_charge:R:1
C -0.42 -1.51 0.68 -1.52
C 0.01 -0.46 -0.33 0.90
O 0.29 -0.99 -1.60 -0.54
C -0.97 1.03 -0.46 -0.61
N -0.35 2.25 -0.18 -0.71
S 1.65 0.34 0.01 1.05
O 1.66 0.80 1.34 -0.59
O 1.98 1.28 -1.05 -0.69
O 2.73 -0.90 -0.15 -0.51
H -1.40 -1.38 0.96 0.39
H -0.14 -2.46 0.20 0.38
H 0.09 -1.36 1.56 0.40
H -0.48 -1.25 -1.99 0.31
H -1.12 0.97 -1.56 0.32
H -1.88 0.86 0.08 0.39
H 0.58 2.27 -0.57 0.38
H -0.26 2.43 0.90 0.31
H 3.03 -1.07 -1.03 0.34
```

- M: 155.18 Da
- Gap between HOMO and LUMO: 9.5 eV
- HOMO energy: -8.986 eV
- Energy above the lowest of the compared OMol25 structures with the same formula, charge and spin: 26.4 kcal per mole
- E_tot: -873.54162 hartree
- SMILES string: C[C@@](O)(CN)S(=O)(=O)O

- Among the records above, which one has the highest E_tot?
  C4H3F

- The lowest M belongs to which entry?
  C4H3F

Please write out number 5 again, unchanged.
C23H34BaCl2N3O3 | ωB97M-V with the def2-TZVPD basis set

```
66
Properties=species:S:1:pos:R:3:mulliken_charge:R:1
O 2.89 0.69 -2.73 -0.54
C 2.32 1.67 -3.25 -0.17
C 2.05 3.04 -2.72 0.59
C 1.30 3.20 -1.56 -0.05
H 0.83 2.33 -1.10 0.34
C 1.09 4.49 -1.05 -0.65
H 0.56 4.57 -0.10 0.43
C 1.60 5.58 -1.75 -0.38
H 1.59 6.58 -1.31 0.36
C 2.18 5.41 -3.04 -0.44
H 2.56 6.26 -3.62 0.33
C 2.35 4.13 -3.55 -0.52
H 2.74 3.92 -4.56 0.39
H 1.67 1.43 -4.13 0.26
C 0.01 -0.79 -3.69 -1.38
C -0.80 0.17 -2.96 -0.28
H -0.20 -0.60 -4.76 0.33
H -0.33 -1.82 -3.47 0.32
H 1.10 -0.82 -3.55 0.13
C -1.28 1.41 -3.08 -0.02
C -2.64 1.35 -3.76 -0.82
H -0.91 2.40 -2.78 0.08
H -2.89 2.20 -4.40 0.40
H -3.45 1.19 -3.02 0.08
H -2.56 0.42 -4.37 0.20
Ba -1.53 -0.72 -0.85 1.71
Cl -0.95 1.62 0.79 -0.72
Cl -4.54 -0.35 -1.15 -0.79
C -3.56 -1.63 1.60 0.23
O -2.41 -1.99 1.25 -0.76
N -4.33 -2.35 2.41 0.16
C -3.84 -3.59 2.99 -0.96
C -5.74 -2.05 2.58 -0.86
H -4.02 -0.71 1.22 0.34
H -2.74 -3.59 2.93 0.24
H -4.25 -4.45 2.45 0.31
H -4.17 -3.64 4.03 0.33
H -5.94 -1.13 2.04 0.27
H -5.96 -1.93 3.65 0.31
H -6.35 -2.87 2.19 0.31
H 2.68 -4.52 -0.23 0.33
H 4.74 -3.08 -0.76 0.35
C 2.08 -3.90 -0.91 -0.98
C 4.10 -2.58 -1.50 -0.90
N 2.72 -2.60 -1.04 0.24
H 1.07 -3.79 -0.52 0.24
C 2.04 -1.49 -0.81 0.12
O 0.85 -1.49 -0.44 -0.68
H 4.42 -1.55 -1.64 0.26
H 2.60 -0.55 -0.98 0.33
H 2.06 -4.40 -1.89 0.32
H 4.19 -3.13 -2.45 0.31
N 1.60 0.06 2.04 -0.14
C 1.29 0.15 3.35 0.59
C 2.31 0.30 4.33 -0.49
C 1.97 0.50 5.67 -0.48
C 0.62 0.51 6.06 -0.45
C -0.39 0.29 5.11 -0.64
C -0.07 0.09 3.78 -0.10
H 2.57 0.09 1.75 0.13
H 0.88 0.24 1.34 -0.10
H 3.35 0.29 3.99 0.29
H 2.76 0.65 6.40 0.32
H 0.36 0.65 7.11 0.33
H -1.44 0.29 5.40 0.36
H -0.83 -0.05 3.01 0.34
```

- Total charge: -1
- M: 608.78 Da
- Gap between HOMO and LUMO (alpha / beta): 4.2 / 4.2 eV
- HOMO energy (alpha / beta): -2.013 / -2.014 eV
- Energy above the lowest of the compared OMol25 structures with the same formula, charge and spin: 125.1 kcal per mole
- E_tot: -2232.70702 hartree